No. 1
Formula: C5H14S
Source: the OMol25 dataset
Level of theory: the ωB97M-V functional and the def2-TZVPD basis

**Energy relative to the best compared isomer or geometry (same formula, charge and spin)**: 2.7444 eV
**LUMO energy**: 0.92 eV
**Charge**: 0
**SMILES string**: CCSC.CC
**Orbital gap**: 9.36 eV
**HOMO**: -8.4403 eV
**Strongest force on any atom**: 6.2 eV Å⁻¹

Each line ends with the Mulliken charge.
Geometry (Å):
1 C 1.44046 0.32627 -0.83753  -0.563
2 C 1.66901 -1.07613 -0.39194  -0.390
3 S 1.89766 -1.65665 1.45023  -0.110
4 C 1.00723 -0.29642 2.47826  -0.708
5 H 0.53045 0.69123 -0.67733  -0.249
6 H 1.84323 0.55042 -1.91667  0.269
7 H 1.92345 0.98104 -0.21865  0.453
8 H 0.82717 -1.85875 -0.76248  0.282
9 H 2.70782 -1.45930 -0.86323  0.295
10 H 0.33189 0.37907 1.82409  0.154
11 H 0.45217 -0.73668 3.27748  0.332
12 H 1.80113 0.32086 3.09558  0.270
13 C -2.22144 -0.02355 -0.26824  -0.441
14 C -1.88545 0.85932 -1.47754  -0.822
15 H -2.74428 -0.94233 -0.48374  0.289
16 H -1.26020 -0.08363 0.30233  -0.135
17 H -2.95813 0.48018 0.34962  0.318
18 H -2.12129 0.48022 -2.37432  0.340
19 H -2.39887 1.81476 -1.27901  0.271
20 H -0.84202 1.25006 -1.22692  0.146

No. 2
Formula: C5H14S
Source: the OMol25 dataset
Level of theory: the ωB97M-V functional and the def2-TZVPD basis

**Energy relative to the best compared isomer or geometry (same formula, charge and spin)**: 1.5531 eV
**LUMO energy**: 0.96 eV
**Charge**: 0
**SMILES string**: CCSC.CC
**Orbital gap**: 9.27 eV
**HOMO**: -8.3082 eV
**Strongest force on any atom**: 3.4 eV Å⁻¹

Each line ends with the Mulliken charge.
Geometry (Å):
1 C -2.41972 -0.01221 -0.16318  -1.126
2 C -0.90823 -0.26166 -0.04249  0.043
3 S 0.18735 1.00047 -0.79767  -0.059
4 C -0.90583 2.28543 -1.45438  -1.074
5 H -2.72185 0.69000 0.65357  0.271
6 H -3.02718 -0.89031 -0.00857  0.362
7 H -2.62246 0.52329 -1.13918  0.292
8 H -0.53612 -0.55578 1.02906  -0.095
9 H -0.65540 -1.34364 -0.33074  0.284
10 H -1.14324 2.01342 -2.44906  0.350
11 H -1.66990 2.60406 -0.79034  0.362
12 H -0.40495 3.27140 -1.57006  0.320
13 C 2.26079 -2.32186 0.88048  -0.789
14 C 1.61882 -1.50410 2.12654  -0.791
15 H 1.60508 -3.13062 0.68001  0.274
16 H 2.52351 -1.72212 -0.01848  0.231
17 H 3.26823 -2.76435 1.20781  0.309
18 H 2.28353 -0.69494 2.35854  0.252
19 H 1.58387 -2.07786 3.05165  0.342
20 H 0.64435 -1.04370 2.00668  0.242

No. 3
Formula: C5H14S
Source: the OMol25 dataset
Level of theory: the ωB97M-V functional and the def2-TZVPD basis

**Energy relative to the best compared isomer or geometry (same formula, charge and spin)**: 0.7786 eV
**LUMO energy**: 0.99 eV
**Charge**: 0
**SMILES string**: CCC.CSC
**Orbital gap**: 9.56 eV
**HOMO**: -8.5725 eV
**Strongest force on any atom**: 1.6 eV Å⁻¹

Each line ends with the Mulliken charge.
Geometry (Å):
1 C 1.54556 -2.52301 -2.81793  -1.102
2 C 1.22137 -1.54851 -1.66426  -0.184
3 C -0.18216 -1.81399 -1.10679  -0.862
4 H 1.17005 -3.49742 -2.51246  0.295
5 H 2.62906 -2.61131 -2.93180  0.321
6 H 1.22059 -2.16409 -3.79182  0.308
7 H 1.27186 -0.53491 -2.07823  0.222
8 H 1.94616 -1.58515 -0.85741  0.298
9 H -0.37784 -1.05202 -0.36683  0.025
10 H -0.92039 -1.73152 -1.91493  0.311
11 H -0.32982 -2.82593 -0.73796  0.356
12 C -0.26826 0.88475 2.75730  -0.854
13 S -0.10316 1.68901 1.09862  -0.099
14 C -1.89334 1.85317 0.71807  -0.709
15 H 0.13198 1.34876 3.66745  0.348
16 H 0.21849 -0.08512 2.66230  0.262
17 H -1.28413 0.70815 3.12278  0.271
18 H -2.06442 2.85239 0.34035  0.327
19 H -2.14468 0.95120 0.17539  0.224
20 H -2.38365 1.76222 1.68056  0.243

No. 4
Formula: C5H14S
Source: the OMol25 dataset
Level of theory: the ωB97M-V functional and the def2-TZVPD basis

**Energy relative to the best compared isomer or geometry (same formula, charge and spin)**: 0.3227 eV
**LUMO energy**: 1.01 eV
**Charge**: 0
**SMILES string**: CCC.CSC
**Orbital gap**: 9.47 eV
**HOMO**: -8.4603 eV
**Strongest force on any atom**: 1.1 eV Å⁻¹

Each line ends with the Mulliken charge.
Geometry (Å):
1 C -3.42852 -0.33497 -0.98783  -1.127
2 C -2.23603 0.58748 -0.79989  -0.140
3 C -1.84801 0.76683 0.66166  -1.181
4 H -3.99485 -0.11785 -1.88864  0.337
5 H -3.16424 -1.39078 -0.98284  0.295
6 H -4.12568 -0.21370 -0.14937  0.294
7 H -1.40232 0.35392 -1.46260  0.283
8 H -2.49338 1.58483 -1.17898  0.246
9 H -1.70867 -0.19834 1.15938  0.286
10 H -0.86867 1.23751 0.76923  0.315
11 H -2.59743 1.33231 1.20320  0.392
12 C 2.12369 -1.10588 -0.32456  -0.526
13 S 2.52267 -0.63740 1.38147  -0.068
14 C 4.04657 0.28022 1.15549  -0.866
15 H 2.24960 -2.17569 -0.47078  0.286
16 H 1.07279 -0.89385 -0.49234  0.017
17 H 2.76280 -0.56498 -1.01018  0.272
18 H 4.82951 -0.30826 0.69337  0.300
19 H 4.36314 0.59936 2.14460  0.290
20 H 3.89702 1.19923 0.57961  0.295